<P>
Entry from the Open Molecules 2025 dataset: a cluster of 2 separate species, C2H4O2S in total (ωB97M-V with the def2-TZVPD basis set).

CARTESIAN COORDINATES (ANGSTROEM)
S  1.48685  1.01826  0.85541
O  -0.92776  -1.75848  1.02286
O  0.74483  1.12259  2.15530
C  0.52972  0.75369  -0.45097
C  -0.15879  0.69382  -1.56798
H  -0.12435  -2.14798  1.48968
H  -0.67570  -0.22482  -1.78738
H  -0.34963  1.54438  -2.21122
H  -0.52518  -1.00146  0.49430

The LUMO energy comes out at -0.0309 Eh. The spin multiplicity is 1. As for the orbital gap: 8.93 eV.


<Q>
Entry from the Open Molecules 2025 dataset: a cluster of 2 separate species, C2H4O2S in total (ωB97M-V with the def2-TZVPD basis set).

CARTESIAN COORDINATES (ANGSTROEM)
S  -0.87619  -1.43783  1.20486
O  0.04940  -2.48041  0.78502
O  -2.14472  -1.40412  0.51718
C  0.15172  0.85840  -0.98684
C  0.70017  1.00038  0.18509
H  0.54869  1.83991  0.95635
H  0.60383  -0.03663  -1.51636
H  1.60314  0.33714  0.42942
H  -0.63603  1.32317  -1.57471

The LUMO energy comes out at -0.0361 Eh. The spin multiplicity is 1. As for the orbital gap: 9.76 eV.


Most stable structure, least stable structure: <Q>, <P>.


<P>
Entry from the Open Molecules 2025 dataset: an isolated molecule of C2H4O2S (ωB97M-V with the def2-TZVPD basis set).

CARTESIAN COORDINATES (ANGSTROEM)
S  -1.57728  0.30286  -0.99792
O  0.90411  -0.70104  -0.78193
O  -0.55635  -0.78852  1.09007
C  -0.19254  -0.24799  -0.09110
C  1.12209  0.49518  -0.10810
H  -1.99658  0.96825  -0.06302
H  -0.46429  -1.77652  1.10982
H  1.07024  1.20249  -0.86584
H  1.69060  0.54529  0.70801

The LUMO energy comes out at 0.0274 Eh. The spin multiplicity is 1. As for the orbital gap: 10.14 eV.


<Q>
Entry from the Open Molecules 2025 dataset: an isolated molecule of C2H4O2S (ωB97M-V with the def2-TZVPD basis set).

CARTESIAN COORDINATES (ANGSTROEM)
S  -0.26698  -0.25419  0.09091
O  0.84662  -0.69260  1.05874
O  -1.09618  -1.41115  -0.29812
C  1.43239  -0.53707  -0.27984
C  -1.50334  1.04806  0.42391
H  2.01627  0.33753  -0.32358
H  1.61913  -1.44918  -0.65062
H  -2.07573  1.02832  -0.46032
H  -0.97217  1.93029  0.43891

The LUMO energy comes out at 0.0071 Eh. The spin multiplicity is 1. As for the orbital gap: 9.25 eV.


<R>
Entry from the Open Molecules 2025 dataset: an isolated molecule of C2H4O2S (ωB97M-V with the def2-TZVPD basis set).

CARTESIAN COORDINATES (ANGSTROEM)
S  1.93805  -0.80180  -0.13670
O  1.36856  1.66715  -0.04072
O  -0.80058  -0.98102  -0.17298
C  0.84994  0.60422  -0.11843
C  -0.69777  0.36920  -0.21284
H  1.03824  -1.74522  0.13636
H  -1.12533  0.79686  0.82880
H  -1.26069  -0.82575  0.90379
H  -1.31042  0.91636  -1.18727

The LUMO energy comes out at -0.0038 Eh. The spin multiplicity is 1. As for the orbital gap: 9.64 eV.


<S>
Entry from the Open Molecules 2025 dataset: a structure of composition C2H4O2S (ωB97M-V with the def2-TZVPD basis set).

CARTESIAN COORDINATES (ANGSTROEM)
S  1.00069  1.18460  -0.96277
O  0.34087  -1.58757  0.05245
O  -1.67899  -1.25962  0.88628
C  -0.42969  -0.64267  0.41125
C  -0.17425  0.97325  0.57647
H  -1.03573  1.76947  0.78263
H  0.72300  0.75916  1.64453
H  -2.68090  -0.45202  0.53053
H  1.31115  -0.23618  -0.98948

The LUMO energy comes out at -0.0142 Eh. The spin multiplicity is 1. As for the orbital gap: 8.99 eV.


Most stable structure, least stable structure: <P>, <Q>.


<P>
Entry from the Open Molecules 2025 dataset: the ion C4H9N2OS with charge +1 (ωB97M-V with the def2-TZVPD basis set).

CARTESIAN COORDINATES (ANGSTROEM)
S  1.62155  0.74181  -0.64731
O  2.72999  0.96444  0.17574
N  1.75374  -1.74138  0.57411
N  0.96894  -0.91504  -0.20023
C  -1.32754  -0.47704  0.04465
C  -1.19100  0.97920  -0.20527
C  -0.23845  -1.39134  -0.57687
C  0.17046  1.47775  0.31371
H  -2.26583  -0.82793  -0.38505
H  -0.38607  -1.08786  -1.60089
H  2.62322  -1.25303  0.61747
H  0.28487  1.15000  1.42377
H  -1.39369  1.29394  -1.24935
H  -1.34868  -0.54065  1.11778
H  -0.66050  -2.42535  -0.37149
H  -1.92294  1.50117  0.50185
H  0.58191  2.55129  0.46737

The LUMO energy (spin up / spin down) comes out at -0.2374 / -0.2373 Eh. The spin multiplicity is 1. As for the net charge: +1. As for the orbital gap (spin up / spin down): 8.55 / 8.55 eV.


<Q>
Entry from the Open Molecules 2025 dataset: a structure of composition C4H9N2OS (ωB97M-V with the def2-TZVPD basis set).

CARTESIAN COORDINATES (ANGSTROEM)
S  -0.97621  -0.40813  2.21346
O  -0.55744  -1.90294  2.74191
N  0.76269  -1.14193  0.33406
N  -0.79079  0.54224  -0.70462
C  0.97654  -0.92608  -1.09472
C  -0.24177  -0.45265  0.78346
C  0.50013  0.50597  -1.36741
C  -1.06380  1.85457  -0.26424
H  -0.42735  -1.91543  3.69629
H  -0.35551  2.08242  0.52704
H  1.98871  -1.26305  -1.28934
H  -2.10697  1.98410  0.00251
H  0.34730  -1.65896  -1.79940
H  -0.82334  2.48082  -1.14167
H  1.15933  1.30256  -0.98019
H  0.27668  0.66612  -2.54458
H  1.33178  -1.74964  0.88744

The LUMO energy comes out at -0.1773 Eh. The spin multiplicity is 1. As for the net charge: +1. As for the orbital gap: 9.26 eV.


<R>
Entry from the Open Molecules 2025 dataset: the ion C4H9N2OS with charge +1 (ωB97M-V with the def2-TZVPD basis set).

CARTESIAN COORDINATES (ANGSTROEM)
S  -1.33844  0.82182  1.37821
O  1.49182  -1.28026  -0.42638
N  0.36561  -1.20146  2.34438
N  -0.00831  0.41212  -0.80232
C  -0.59776  -0.83555  1.40969
C  -1.15823  1.12013  -0.36545
C  0.39204  -0.62444  -0.12404
C  0.62406  0.90370  -2.00417
H  -2.14389  0.87995  -0.89936
H  0.48276  1.98894  -2.00142
H  -0.95276  2.18512  -0.40912
H  -0.08109  -1.14143  3.25596
H  1.13906  -0.50129  2.33471
H  1.55105  -2.24552  0.04564
H  1.54282  0.55909  -2.29009
H  -1.28568  -1.61441  1.29360
H  -0.02306  0.57348  -2.73982

The LUMO energy comes out at -0.1348 Eh. The spin multiplicity is 1. As for the net charge: +1. As for the orbital gap: 9.78 eV.


Most stable structure, least stable structure: <R>, <P>.


<P>
Entry from the Open Molecules 2025 dataset: an isolated molecule of Br3OP (ωB97M-V with the def2-TZVPD basis set).

CARTESIAN COORDINATES (ANGSTROEM)
Br  -0.84594  -1.90885  0.79295
Br  -0.67083  0.29963  -2.00941
Br  -0.87889  1.51376  1.20204
P  0.12176  0.01833  -0.00944
O  2.27389  0.07713  0.02384

The LUMO energy (spin up / spin down) comes out at -0.0827 / -0.0827 Eh. The spin multiplicity is 1. As for the orbital gap (spin up / spin down): 7.95 / 7.95 eV.


<Q>
Entry from the Open Molecules 2025 dataset: a cluster of 2 separate species, Br3OP in total (ωB97M-V with the def2-TZVPD basis set).

CARTESIAN COORDINATES (ANGSTROEM)
Br  -1.59521  -0.04434  1.48789
Br  1.68257  -0.99279  0.94741
Br  -0.64452  -1.29942  -1.57959
P  0.00653  0.04980  0.00537
O  0.55063  2.28676  -0.86108

The LUMO energy (spin up / spin down) comes out at -0.0933 / -0.0838 Eh. The spin multiplicity is 1. As for the orbital gap (spin up / spin down): 8.01 / 7.55 eV.


Most stable structure, least stable structure: <P>, <Q>.